Computed, not measured: a cluster of 13 separate species, C56H148N10O18 in total at a distorted geometry, with the ωB97M-V functional and the def2-TZVPD basis.

The LUMO energy comes out at 0.337 eV. The orbital gap comes out at 8.4 eV. The total energy comes out at -4123.87459 Eh. The calculation puts the largest force on an atom at 2.666 eV/Å. For the relative energy (zero: lowest compared OMol25 entry of this formula, charge and spin), the calculation gives 0.0000 eV.

Geometry as XYZ:
```
232
Properties=species:S:1:pos:R:3:forces:R:3:mulliken_charge:R:1
O -4.801088 8.318197 -5.179883 1.011 0.941 -0.007 -0.302
H 0.060264 -8.839214 -0.099012 0.242 0.067 0.484 0.362
H 5.092522 -2.232302 0.768732 -0.349 -0.448 0.347 0.501
H -2.804546 -6.982246 -1.504438 0.667 0.643 0.092 0.065
C 6.128698 6.650931 0.605511 -1.292 0.481 0.337 -1.212
H 1.594917 2.022708 0.137738 0.402 0.094 0.337 0.512
H -5.213862 -5.352892 -2.212947 -0.211 0.370 -0.285 0.420
C -5.587272 0.365279 2.234083 0.963 -0.437 -0.532 -0.280
C -2.398815 -3.052213 5.090214 -0.357 0.239 0.453 -0.074
H -7.941624 -4.722615 -1.958279 0.098 -0.251 -0.017 0.260
H 7.039576 7.107982 0.991735 0.433 -0.480 -0.619 0.361
C 1.500537 5.780311 -1.402450 0.394 -0.581 -0.648 0.278
C 4.991139 0.105724 -5.732177 0.646 -0.219 0.880 -1.046
H 2.407056 -8.272647 -1.436229 -0.033 -0.307 0.203 0.364
H -0.350166 1.257864 1.099916 -0.333 -0.351 -0.081 -0.039
H -0.305097 7.228850 -4.646789 -0.078 -0.035 -0.274 0.362
C -1.973890 4.666336 0.547685 -1.666 -0.401 -0.356 -0.792
O 3.019577 1.558808 -1.350252 -0.116 0.862 0.555 0.166
H -1.510207 1.809050 4.648690 0.501 0.285 -0.350 0.366
H 0.862459 -1.759102 -5.207074 -0.248 -0.339 -0.265 0.445
H -0.785645 1.342821 -1.585221 -0.055 0.232 0.025 -0.602
H -5.136908 1.293204 2.586418 -0.359 0.101 0.161 0.096
H -5.480477 0.366792 1.148923 0.061 -0.087 -0.111 -0.277
H -6.487731 9.537155 -5.670413 0.496 0.198 -0.562 0.297
H -1.837961 5.719287 0.298572 0.325 0.227 0.239 0.667
H 0.071140 -8.869325 -1.815086 0.548 -0.227 -0.330 0.534
H 4.410265 -5.267600 2.011482 0.110 0.386 -0.166 0.354
H 5.406917 7.459694 0.724995 -0.234 0.100 -0.124 0.279
C -0.405132 6.586019 -2.602157 0.732 0.945 -0.152 0.533
H -6.717841 -3.962243 0.042791 -0.320 0.189 0.227 0.170
H 3.097854 0.419431 4.103374 -0.244 -0.200 -0.135 0.284
C 1.673593 -7.611119 -0.974742 -0.339 0.667 0.726 -0.351
C -0.746204 7.607789 -3.724229 -0.189 -0.476 0.588 -0.985
O 4.266224 5.340236 1.382024 0.355 0.551 -0.243 -0.496
C 5.657440 5.532362 1.513136 0.957 0.265 -0.297 0.124
H 1.604499 -4.146402 -3.436067 0.261 -0.236 0.019 0.602
H 1.178758 2.571821 -1.425315 -0.123 -0.171 -0.631 -1.222
H -4.210192 10.311789 -5.146095 -0.047 0.209 0.124 0.412
C 3.913964 2.686413 -1.237109 -0.846 -0.181 0.136 -0.298
H 1.485242 -3.021621 1.087372 -0.011 0.288 -0.269 -0.088
H 1.351010 -6.929627 0.977994 -0.351 -0.115 -0.279 0.173
H -0.005559 0.751170 -3.682859 -0.266 0.135 0.251 -0.152
C -0.122337 -0.231275 3.353318 -0.632 -0.636 -0.319 -1.119
H 3.656943 -4.790173 4.178396 0.437 -0.244 0.225 0.250
H -2.066422 -8.488453 -1.966535 0.204 -0.133 -0.167 0.417
H 2.590157 5.803814 -1.421672 0.007 0.351 -0.058 0.290
C -2.557022 9.110474 -4.502976 -0.355 -1.004 0.189 -0.676
H -0.754756 5.579219 -2.832898 -0.314 -0.091 -0.003 -0.285
H -1.372840 2.358415 1.728359 -0.148 -0.026 0.120 -0.286
C -2.130313 1.213395 3.977874 -0.430 0.129 0.042 -1.059
H -1.246118 -4.871191 -1.459769 -0.371 0.132 -0.073 0.287
N -7.426435 -3.853833 -1.984980 0.234 0.438 0.349 -0.763
H 6.071636 0.368844 -0.729011 -0.590 -0.015 0.065 -0.029
H -1.101372 -0.864377 -2.319824 0.150 -0.297 -0.084 0.247
H 1.656938 -6.720832 -1.604956 -0.267 0.157 -0.375 0.078
H 2.829849 -5.234754 0.067429 -0.305 0.376 0.061 -0.001
H 3.803957 -0.013294 -1.810637 0.168 0.120 0.202 -0.729
H -2.548227 2.942636 -2.476380 -0.129 0.758 0.149 0.280
C 5.087750 -1.556660 -1.289928 -0.609 2.161 -0.464 0.188
H 7.140019 -0.958097 -0.649645 0.117 -0.296 -0.054 0.438
C 6.291319 -0.579538 -1.220138 0.426 -0.516 0.646 -1.399
H -4.588794 1.412847 5.065588 0.061 0.101 -0.206 0.278
H -4.043892 4.668821 2.544459 -0.024 -0.380 -0.059 0.274
C -1.159926 -4.140122 -0.655899 0.128 -0.241 -0.635 -0.377
C -3.854821 0.869533 5.661283 0.847 -0.121 -0.343 -1.063
H 4.645203 3.097569 3.778594 -0.063 0.371 0.257 0.309
N -3.263699 4.562437 -1.559856 -0.662 -0.097 -1.206 -0.543
H 4.013881 1.874557 -4.875975 -0.721 -0.835 0.519 0.072
H -0.416003 -0.944422 4.123984 -0.230 0.065 0.126 -0.064
C 4.972070 1.354813 -4.843111 0.184 1.189 -0.223 0.559
H 6.018078 5.824009 2.500385 -0.617 -0.153 0.592 0.280
H -3.570225 -1.418604 4.588339 0.536 0.128 0.255 0.265
H -2.073860 9.892687 -3.917585 0.084 0.297 -0.499 0.407
C -2.025425 -7.690764 -1.224072 0.593 -0.743 0.691 -0.805
H -1.293521 -8.028633 2.486845 0.080 -0.022 -0.104 0.342
H -1.915169 -0.004367 2.129002 -0.605 -0.653 0.710 -0.629
H -1.672178 -4.556229 0.212138 -0.230 0.289 0.228 0.353
H 0.616372 -1.950247 6.738890 0.232 0.355 -0.595 0.312
O -2.809131 0.291895 4.855618 -0.192 -0.022 -0.350 -0.087
H 6.639507 -0.304771 -2.215719 -0.085 -0.345 -0.091 0.370
O -4.765885 -0.659752 2.798010 -0.098 1.074 0.177 0.171
H 3.571662 1.364077 1.780650 0.188 -0.596 -0.113 -0.919
N 2.105379 -7.229439 0.376776 0.350 0.010 0.582 -0.321
H -3.790128 2.550174 1.161979 0.326 0.150 0.017 -0.379
H 1.329047 0.003524 -2.022952 -0.652 -0.592 -0.329 -0.049
H -0.048420 -6.771054 2.713171 -0.004 -0.016 0.228 -0.007
N -0.736310 1.610584 1.964726 0.738 1.768 0.436 -0.468
O 3.087993 -2.343588 -0.061666 0.608 -0.908 0.310 0.250
C -4.052682 9.410264 -4.553520 -0.599 -1.316 -0.001 -0.617
H 3.037608 -3.156987 1.868642 0.212 -0.381 -0.109 0.130
H -3.933926 -6.899279 2.913172 0.055 -0.041 -0.028 0.244
H -1.209329 4.078340 0.039549 0.509 -0.107 0.738 -0.198
O 2.510270 -5.598650 2.696701 -0.463 -0.386 -0.013 -0.002
H -8.105675 -3.148675 -1.735143 0.042 0.324 -0.035 0.250
H 1.192296 6.073433 -0.398539 -0.392 0.127 -0.032 0.273
N -3.642473 -2.423457 4.673507 -0.434 -0.634 -0.928 -0.376
H -1.851496 -1.609637 0.541186 -0.638 0.058 -0.099 -0.562
H -2.875405 1.883238 3.546723 -0.176 0.192 -0.151 0.291
C 3.162532 -6.200115 0.451877 -1.025 -0.460 0.154 -0.384
C -1.256145 -1.724867 -0.365385 0.297 -1.174 -0.168 1.571
H 6.047015 2.304221 1.359395 -0.563 0.410 0.239 0.151
H -1.373245 3.456277 -4.480157 -0.729 -0.286 -0.101 0.517
H 4.077331 -6.935244 2.284481 -0.343 -0.339 0.315 0.490
H 3.853329 -6.534221 -0.322633 1.039 0.085 0.744 0.561
H 0.681896 0.388065 3.750433 -0.136 0.232 -0.114 0.353
O -6.361726 -1.439470 -0.869066 0.673 -0.261 -0.994 -0.354
H 2.252731 -2.891864 -5.431321 -0.068 -0.284 0.221 0.333
H 5.954373 0.615277 1.597302 0.057 -0.181 0.063 0.203
H 6.284409 3.370451 -3.404615 -0.229 -0.306 0.162 0.257
H -2.967144 2.091970 -0.364824 0.517 0.145 0.279 -0.401
C -1.301975 0.597725 2.800622 0.257 -0.663 1.232 2.237
H 0.573557 1.729607 -4.976974 0.031 0.643 0.149 0.483
H 3.977529 3.124045 -0.240195 -0.208 -0.324 0.401 0.152
C 1.191894 -3.220691 -3.032811 -0.216 -1.130 0.682 -0.920
H -0.997353 1.060673 -5.115361 -0.188 -0.202 0.159 0.437
H -4.645051 -2.528456 -0.346386 -0.138 -0.144 0.524 0.026
C 2.448956 -2.525856 1.201704 0.965 -0.081 0.055 -0.257
H -3.289664 -2.716870 2.579180 0.360 -0.050 -0.192 -0.418
H 4.913676 2.351035 -1.512037 -0.191 -0.055 -0.234 0.126
C 2.732647 -0.799361 -5.376739 0.667 -0.117 0.868 -0.236
C 3.613871 -6.009733 1.940818 0.675 -0.474 -1.799 -0.802
H -6.612888 7.772864 -5.909751 0.018 0.076 0.106 0.245
H -1.585535 -2.960276 4.368891 0.198 0.227 -0.303 0.001
C -5.576246 -5.205574 -1.195160 0.661 0.715 -0.262 -1.377
N -0.519325 0.628904 -0.920415 0.917 -1.602 -0.188 1.284
C -1.039342 -6.983375 2.311276 -1.331 1.245 1.091 0.054
N -2.215940 7.834528 -3.821040 0.342 0.082 -0.414 -0.197
H -2.862148 -2.680620 7.113592 0.184 0.148 0.219 0.399
O 5.808954 2.469756 -5.265282 0.412 -0.357 0.306 -0.519
H 2.914572 -6.404011 4.598133 0.305 -0.130 -0.140 0.345
C -4.068572 -2.856232 3.330253 -1.154 0.743 0.717 0.382
H -4.385012 -3.899197 3.306287 0.112 -0.111 0.127 0.509
H -2.529167 7.149895 -4.495190 -0.398 -0.470 0.291 0.211
H -2.378125 -0.220858 -1.322777 -0.064 0.149 -0.140 -0.203
H 6.069251 6.345443 -0.438942 0.631 0.192 -0.027 0.258
C 4.402894 -1.740939 0.081572 -0.802 0.224 -0.667 0.045
C 4.135310 0.505012 3.778288 0.902 -0.232 -1.759 -0.922
C -5.249806 -1.980142 2.853227 0.680 -0.093 -0.539 -0.747
O -1.986060 2.232284 -2.798935 -0.068 -0.385 -1.050 -0.709
H 1.285131 -3.229719 -1.946799 0.123 -0.058 0.001 -0.193
H 0.124493 -3.271103 -3.251198 -0.238 0.603 -0.295 0.468
O 1.894691 -2.121207 -3.484116 0.388 0.841 -1.558 -0.129
O -0.689378 -7.186172 -1.073742 -1.080 1.030 -0.365 -0.034
H -1.902133 -4.998830 2.958370 0.078 -0.048 -0.349 -0.211
C -3.311111 4.256172 -0.163210 0.882 0.168 2.510 0.371
C -5.476508 -2.562021 -1.051304 -1.194 -1.557 -0.450 -0.507
H 0.334328 -3.173678 5.388589 0.299 0.269 -0.099 -0.049
H -0.297165 3.301625 -3.162083 0.340 0.125 0.101 -0.549
H 6.479113 1.574217 2.916960 -0.192 0.275 0.280 0.501
H -2.246562 9.027370 -5.545100 0.537 0.588 -0.113 0.361
H -2.323434 -6.251494 4.075492 0.721 -0.298 0.139 0.698
H 4.702405 3.886825 -4.162953 -0.516 -0.785 0.565 0.160
C -1.337093 -0.544312 -1.304349 -0.292 0.670 0.188 -0.292
C -1.036509 2.737699 -3.732526 1.662 -0.906 0.375 0.458
O -2.028331 4.464127 1.980841 -0.342 0.967 -0.865 -0.298
C -0.321218 1.516613 -4.391737 -0.616 0.381 -0.306 -1.059
O 1.011857 6.566058 -2.463729 0.003 0.586 -0.211 -0.387
H 3.362875 -1.450224 -2.356595 -0.206 -0.136 -0.109 0.258
H -2.297197 -8.120010 -0.259116 -0.362 -0.157 0.064 0.346
N 4.174385 -0.866528 -2.208027 -0.209 -0.589 -0.140 1.191
H 3.596226 -1.887372 4.610777 -0.182 -0.609 0.018 0.297
H 4.724380 0.816839 4.641645 0.134 0.413 0.109 0.525
H -6.644994 8.562914 -4.297258 -0.153 -0.413 0.251 0.305
O -1.654780 -2.897695 -1.134557 0.401 0.548 0.927 -0.581
C 4.632516 -1.716330 4.316598 0.179 -0.411 0.848 -0.898
H -2.916506 5.370033 3.664590 0.575 -0.379 -0.054 0.304
H 4.098359 -0.775755 0.488059 0.924 0.540 0.105 -0.725
H -4.256071 4.602139 -1.749780 -0.322 -0.463 -0.940 0.277
C -3.664745 2.785618 0.105274 -0.447 0.137 -0.522 -0.154
H -4.976509 -2.654585 -2.016246 -0.241 0.805 -0.521 0.580
C 1.661772 1.738752 -0.913368 0.325 -0.729 0.518 -0.549
H -4.383097 0.080916 6.196912 0.213 -0.256 -0.237 0.319
H -6.361448 0.615292 -1.013870 -0.053 -0.108 0.179 0.350
H 5.156352 -1.382925 5.213625 0.205 0.004 0.322 0.408
C 1.889909 -1.995366 -4.927988 -0.004 0.979 0.311 -1.256
H 1.257562 4.740873 -1.626272 -0.322 -0.286 0.444 -0.454
C -5.741929 -0.226564 -1.322996 -0.226 -0.590 0.760 -0.432
H 1.974891 -4.916096 4.526842 -0.204 -0.149 -0.077 -0.051
H -3.061315 5.541243 -1.712456 0.745 0.325 0.079 0.161
C 4.288889 1.538334 2.582908 1.100 0.158 0.811 1.818
H -4.784612 -0.198252 -0.801676 0.337 0.529 -0.294 -0.223
H -0.261884 -1.861425 0.061723 0.470 -0.130 -0.461 -0.621
H -5.619720 -0.143171 -2.403135 0.113 -0.434 -0.110 0.415
O -3.457464 -6.237240 2.406983 0.703 0.248 -0.180 -0.483
H 5.162732 -2.585799 3.928206 -0.385 -0.257 0.137 0.200
H 1.080793 -3.611311 6.963849 -0.006 -0.162 -0.192 0.392
H 5.356370 -2.458813 -1.839662 0.190 -0.379 0.656 0.549
H 4.032659 4.528701 1.841882 0.017 -0.559 0.358 0.300
H 2.406327 0.065126 -4.796827 -0.394 0.259 0.074 0.098
H -3.422926 1.526529 6.416862 0.045 0.265 -0.003 0.345
C 5.721323 3.532231 -4.323948 0.016 0.666 -1.074 -0.605
C 0.933933 0.355992 -1.069520 0.522 2.444 0.160 0.656
H -4.037758 4.949092 0.262720 -0.473 -0.402 0.505 0.750
H 3.064228 2.981286 3.330915 -0.183 0.137 0.279 0.215
H -4.427947 9.520152 -3.535583 -0.157 0.244 0.111 0.352
H -5.469579 -2.299120 1.833648 -0.474 -0.220 -0.103 0.032
H 1.336913 -0.275974 -0.278064 -0.254 -0.243 -0.035 -0.010
O -0.898547 -3.252299 7.049341 -0.316 -1.074 0.063 -0.543
H 6.241266 4.646630 1.259889 -0.208 -0.434 -0.033 0.134
H 6.087720 4.459103 -4.766424 0.790 -0.294 -0.390 0.383
C -3.095552 5.204168 2.602315 -0.427 -0.401 0.268 -0.921
H -0.811236 6.942870 -1.655022 -0.456 -0.088 0.091 0.150
N 4.178913 -1.004649 -5.141263 -0.880 0.874 -1.640 -0.436
C 0.266003 -8.211538 -0.967063 -0.047 -0.321 -0.615 -0.774
H -1.627096 -1.514572 6.497480 -0.752 0.501 -0.442 0.173
H 4.758571 0.408727 -6.753197 -0.513 -0.456 -0.072 0.397
C -6.347420 -3.889563 -0.980603 0.496 0.187 0.087 0.612
H 3.569327 3.508053 -1.865531 0.124 -0.067 -0.382 -0.134
H 0.256189 -0.844358 2.534908 0.335 0.054 -0.084 0.009
O 4.687399 -0.760452 3.342515 -0.624 2.057 -1.036 -0.160
H -4.667363 -5.209966 -0.593035 -0.159 -0.268 0.413 0.092
H 2.396763 -1.594171 1.766465 -0.433 0.439 -0.208 -0.151
H 4.261869 -0.946343 -4.134053 0.599 -0.090 0.433 0.451
H 5.264611 1.065641 -3.833422 -0.254 0.025 0.195 -0.042
C -1.991264 -2.542228 6.473055 0.790 -0.105 -0.043 -0.527
H -0.215251 8.537839 -3.520796 -0.157 0.076 0.257 0.418
H 5.993279 -0.322110 -5.768668 0.278 0.396 -0.030 0.346
C 2.801959 -5.458099 4.067951 -0.397 0.763 -0.078 -0.585
C 5.755454 1.561310 2.101662 -0.094 -1.598 -0.663 -1.440
H -2.597071 -4.119702 5.190826 0.055 -0.156 0.066 0.418
H -0.998044 -6.766820 1.243849 -0.234 -0.029 0.005 -0.459
H -6.214074 -6.065305 -0.990021 0.054 0.050 0.345 0.491
H -0.085342 -4.147674 -0.469765 0.192 0.437 0.327 -0.190
N 4.019218 2.898986 3.010527 -0.448 0.226 0.274 -0.486
H -6.664919 0.330228 2.396107 -0.009 -0.295 0.700 0.394
H -6.145889 -1.972454 3.474391 -0.038 -0.546 0.189 0.409
C -6.188494 8.560631 -5.287903 -0.002 0.021 0.630 -0.747
C 0.356212 -2.971897 6.459629 -0.598 -0.108 0.876 -0.376
H -4.605257 2.493535 -0.363257 -0.342 0.347 -0.062 0.573
H 2.572122 -0.547927 -6.425245 -0.177 -0.348 -0.103 0.587
H -3.355550 6.194575 2.227122 0.715 0.161 -0.673 0.370
C -2.147408 -6.059215 3.016954 -0.038 -1.038 -0.815 -0.187
```
Forces are in eV/Å.